1.
64
Properties=species:S:1:pos:R:3:forces:R:3:mulliken_spin:R:1 method="wB97M-V/def2-TZVPD" spin_multiplicity=7 total_charge=+3 homo_lumo_gap_ev="5.010 / 4.259" e_homo_ev="-16.63 / -16.61" e_lumo_ha="-0.42701 / -0.45390"
C 2.195493 -0.102660 3.221616 0.089 -0.471 0.099 0.004
C 1.385371 0.846811 4.257980 0.946 -0.397 -1.497 -0.001
C 0.330957 1.712962 3.369322 0.765 -0.340 1.008 -0.002
C -1.081103 0.962815 3.471227 1.299 0.788 2.458 0.019
O -1.947927 1.103839 2.299358 1.556 -1.288 -2.924 0.017
C -1.369188 0.537402 1.139907 0.773 -0.323 -1.278 0.150
C -1.340327 -1.023164 0.930026 1.532 0.935 -2.703 -0.025
C -1.982723 -2.051686 1.989113 -0.140 0.150 -1.193 0.014
C -0.922146 -2.665684 3.025940 -0.760 -0.280 1.700 -0.004
C -1.648894 -2.663045 4.484568 -0.239 0.530 -0.480 0.000
F -0.722036 -2.897647 5.555032 -1.472 0.348 -1.996 0.000
C -0.679181 -1.548292 -0.357214 -0.597 0.756 2.191 0.091
C -0.609877 -3.150209 -0.579973 0.811 1.036 -0.869 -0.019
C -1.778761 -3.550360 -1.614543 -0.755 0.010 0.840 0.006
C -2.842614 -4.602802 -1.046299 -0.566 -0.045 -0.337 0.003
Br -0.963860 -4.324734 -3.289320 -0.600 0.594 0.985 0.007
C -0.051393 -0.614381 -1.489048 -0.596 -1.313 0.979 0.130
N 0.525598 -1.282865 -2.603038 -0.955 5.949 1.056 0.004
C 0.991888 -0.286937 -3.520765 0.685 -1.481 -1.206 0.126
N 1.622116 -0.784261 -4.751518 -0.123 0.312 4.963 0.189
C 0.904167 1.272386 -3.362548 -0.886 0.986 1.470 0.183
C 1.437180 2.264365 -4.514989 -0.134 0.429 1.390 0.006
Br 0.522731 1.928313 -6.276255 0.487 0.038 1.307 0.018
C 3.041357 2.315978 -4.626787 0.409 1.083 -0.788 0.013
C 3.588871 3.810779 -4.268037 -0.286 0.311 0.520 0.000
N 0.355788 1.880155 -2.203779 0.828 -4.561 -1.729 -0.069
C -0.135039 0.923373 -1.249955 -0.539 0.789 0.966 0.151
C -0.769311 1.501746 0.067276 -0.607 -2.536 -0.532 0.143
P -0.760630 3.394434 0.269965 2.216 0.092 0.016 0.086
O -1.371841 4.084573 -1.014513 -0.581 -1.304 2.149 -0.262
O -1.618627 3.918455 1.628119 1.427 -1.083 -2.865 0.017
O 0.889577 3.799606 0.457358 -4.049 -0.812 -0.694 0.003
H 2.977155 0.488401 2.613130 -1.173 -0.832 1.120 0.000
H 2.715431 -0.973462 3.773223 -0.679 1.517 -0.881 0.000
H 1.506546 -0.597560 2.440930 0.748 0.745 1.136 0.000
H 0.871912 0.168265 5.022229 0.665 1.250 -0.864 0.000
H 2.191888 1.515016 4.740895 -1.654 -1.008 -0.489 0.000
H 0.331422 2.775545 3.789033 -0.495 -1.411 -0.689 -0.002
H 0.778551 1.762010 2.320766 -0.796 -0.159 1.231 -0.003
H -1.650591 1.447972 4.350386 0.629 -0.843 -1.612 -0.002
H -0.897217 -0.120296 3.780997 -0.445 1.328 -0.967 0.001
H -2.876114 -1.528784 2.492334 1.521 -0.660 -0.546 0.000
H -2.449572 -2.899492 1.358146 0.769 1.422 1.037 -0.003
H -0.672534 -3.771290 2.823729 -0.101 1.922 -0.081 0.000
H 0.002252 -2.008798 3.138414 -1.088 -1.102 -0.381 0.001
H -2.520297 -3.412236 4.521654 1.563 0.881 0.110 0.000
H -2.116869 -1.619121 4.601379 0.783 -1.456 0.284 0.000
H -0.617903 -3.723822 0.402923 -0.249 0.926 -1.324 0.000
H 0.388181 -3.394801 -1.105659 -1.506 0.530 1.003 0.001
H -2.329027 -2.577161 -1.892132 0.787 -1.659 0.050 -0.001
H -3.626384 -4.801984 -1.868833 1.289 0.291 1.307 0.000
H -2.398628 -5.608298 -0.743058 -0.292 1.460 -0.549 0.000
H -3.422180 -4.210339 -0.134822 0.956 -0.293 -1.307 0.000
H 1.725803 -1.817912 -4.649658 -0.549 0.698 -0.326 -0.008
H 2.600848 -0.433844 -4.708532 -0.709 0.384 -1.025 0.010
H 1.098436 3.327366 -4.219444 0.329 -1.941 -0.356 0.001
H 3.294960 2.178692 -5.744720 -0.261 -0.298 1.943 0.002
H 3.583799 1.558161 -3.959737 -0.921 0.897 -1.032 -0.001
H 4.568344 3.770412 -3.659884 -1.460 0.011 -1.313 0.000
H 2.849029 4.390372 -3.597801 0.993 -1.013 -0.920 0.000
H 3.699730 4.460258 -5.214845 0.021 -1.234 1.517 0.000
H -2.529199 3.537838 1.618651 0.969 -0.060 0.583 0.012
H 1.336825 3.496612 -0.378234 -0.356 0.359 0.699 -0.006
Tb -3.610211 3.913013 -1.309681 0.777 0.445 -0.369 5.000

2.
85
Properties=species:S:1:pos:R:3:forces:R:3:mulliken_spin:R:1 method="wB97M-V/def2-TZVPD" spin_multiplicity=2 total_charge=+3 homo_lumo_gap_ev="4.715 / 4.702" e_homo_ev="-14.67 / -14.67" e_above_lowest_kj_mol=126.9 e_lumo_ha="-0.36601 / -0.36647"
Ir 0.521591 -0.252590 0.519497 0.328 0.092 0.032 0.802
C 0.734126 0.230897 -2.884884 0.077 0.114 -0.006 -0.012
O 1.519365 -0.094619 -1.741860 -0.251 -0.032 -0.159 0.064
C 2.666821 0.714047 -1.556759 0.010 -0.077 0.082 0.006
C 3.476046 0.045160 -0.473581 0.071 -0.178 -0.064 0.000
O 2.673344 -0.191521 0.721495 -0.020 0.530 0.072 0.013
C 3.145567 0.522395 1.893369 0.090 -0.125 0.063 0.003
C 2.445874 -0.053798 3.097420 -0.067 -0.109 -0.101 0.005
O 1.031437 0.007878 2.900180 -0.131 0.024 0.124 0.071
C 0.316583 0.868567 3.788678 0.116 -0.006 0.044 -0.004
H 1.315673 0.087701 -3.797233 -0.001 0.005 -0.002 0.000
H 0.391105 1.270390 -2.837708 -0.007 -0.007 -0.009 0.002
H -0.120120 -0.442686 -2.888770 0.010 -0.006 0.000 0.001
H 2.374630 1.737977 -1.289378 -0.013 -0.001 0.005 -0.003
H 3.262010 0.759830 -2.473599 0.031 -0.018 0.017 -0.001
H 4.343069 0.645437 -0.202055 -0.014 0.021 -0.008 0.000
H 3.810858 -0.935926 -0.810465 -0.034 -0.011 0.005 0.002
H 2.962428 1.591902 1.762709 -0.048 0.012 0.026 -0.001
H 4.220429 0.360924 1.988884 -0.007 -0.019 -0.047 -0.001
H 2.744395 0.472665 4.005145 -0.012 0.066 -0.028 0.002
H 2.716433 -1.105154 3.199163 0.013 0.023 0.042 0.000
H 0.366408 0.484341 4.807938 0.006 0.011 0.005 -0.002
H -0.720820 0.875259 3.460874 -0.004 -0.009 0.007 0.003
H 0.720546 1.884466 3.764308 -0.017 0.007 -0.004 0.001
Br -5.033648 8.328059 -5.810699 -0.012 0.056 -0.094 0.001
C -4.836426 7.374385 -4.252585 0.022 -0.098 0.123 0.002
C -4.563586 5.985709 -4.331009 -0.011 0.061 -0.006 0.000
C -4.421793 5.261773 -3.187229 0.042 -0.025 0.031 0.000
C -4.546278 5.920710 -1.934601 -0.152 0.054 0.054 0.000
C -4.851664 7.303878 -1.865457 0.028 -0.020 0.000 0.000
C -4.979407 8.027615 -3.019400 -0.011 0.007 -0.033 0.000
N -4.450898 5.299583 -0.742168 0.179 -0.071 0.413 -0.004
N -4.241698 4.117497 -0.555146 -0.088 -0.062 -0.899 -0.014
C -3.542464 3.074095 -0.368220 -0.035 0.011 0.538 0.004
C -4.235126 1.777974 -0.318471 0.010 0.090 0.045 -0.016
C -3.574021 0.631485 -0.122788 0.056 0.034 0.020 0.002
C -2.138221 0.656583 0.084990 0.046 0.005 0.096 -0.040
O -1.484980 -0.378328 0.292172 -0.176 0.032 -0.171 0.067
C -1.427841 1.942679 0.121712 0.014 -0.189 0.075 0.026
N -0.120802 1.845984 0.436099 0.027 0.279 -0.184 0.008
C 0.557151 2.986874 0.570891 -0.050 -0.083 0.016 0.002
C -0.031108 4.236080 0.403374 -0.025 0.053 0.029 -0.004
C -1.370680 4.327220 0.074849 0.044 -0.029 -0.010 0.005
C -2.090759 3.145637 -0.078323 -0.036 -0.016 -0.090 -0.002
H -4.492959 5.518572 -5.303010 0.003 -0.015 0.005 0.000
H -4.251456 4.193290 -3.228705 0.019 0.003 -0.021 0.000
H -4.975187 7.760829 -0.892187 0.000 0.014 -0.008 0.000
H -5.205003 9.084223 -2.994717 -0.001 -0.001 0.014 0.000
H -5.308510 1.796676 -0.457270 0.003 -0.019 -0.015 0.000
H -4.071880 -0.328750 -0.091996 -0.007 0.002 -0.031 -0.001
H 1.600814 2.904494 0.836868 0.022 -0.007 -0.030 0.000
H 0.566887 5.125477 0.545807 -0.001 0.000 -0.010 0.000
H -1.841328 5.296012 -0.034587 0.003 0.001 -0.029 0.001
C -2.890602 -5.388320 0.405139 -0.006 -0.008 -0.002 0.000
C -1.792709 -5.688632 -0.388039 -0.011 0.013 0.001 0.000
C -0.687477 -4.848993 -0.393507 0.013 0.012 -0.019 0.000
C -0.696465 -3.701638 0.392165 -0.037 -0.008 -0.082 0.002
C -1.799888 -3.393732 1.183924 -0.006 -0.027 0.010 0.003
C -2.894526 -4.244515 1.193596 0.009 0.009 -0.012 0.002
As 0.871521 -2.610022 0.522599 -0.112 -0.314 0.148 0.022
C 2.226616 -3.251533 -0.659769 0.039 -0.032 0.020 -0.010
C 2.269275 -3.193014 -2.044330 0.005 -0.021 0.013 0.003
C 3.377804 -3.705182 -2.704265 0.003 0.005 0.003 0.001
C 4.428758 -4.250395 -1.974129 0.014 0.000 -0.025 0.000
C 4.379898 -4.312364 -0.589078 -0.019 0.020 0.022 -0.002
C 3.267990 -3.819652 0.085895 0.034 -0.010 -0.025 0.000
C 3.059164 -3.867592 1.554533 0.009 0.017 -0.033 -0.002
C 3.909969 -4.464517 2.478226 -0.025 0.029 0.008 -0.002
C 3.555510 -4.486760 3.819875 0.011 -0.008 0.005 0.000
C 2.355758 -3.932304 4.253282 0.000 0.023 0.020 0.001
C 1.496985 -3.332996 3.341508 0.004 -0.053 -0.022 0.000
C 1.865166 -3.298391 2.006428 0.025 -0.024 0.014 -0.010
H -3.744467 -6.052300 0.415883 0.001 -0.001 0.001 0.000
H -1.791033 -6.583018 -0.996049 0.004 -0.002 0.001 0.000
H 0.175388 -5.097418 -0.999389 0.002 0.002 0.008 0.000
H -1.804529 -2.504861 1.804096 0.016 -0.002 0.024 0.002
H -3.746983 -4.024158 1.822583 0.001 0.001 0.001 0.000
H 1.446974 -2.772082 -2.608853 -0.006 0.000 0.000 0.000
H 3.421684 -3.690414 -3.784914 0.004 0.006 0.000 0.000
H 5.291919 -4.644961 -2.493352 -0.003 -0.004 -0.003 0.000
H 5.203653 -4.755037 -0.045055 -0.004 -0.008 0.002 0.000
H 4.833445 -4.931430 2.162538 0.006 0.014 -0.007 0.000
H 4.214178 -4.960392 4.535323 -0.001 0.003 0.005 0.000
H 2.089173 -3.977660 5.300624 -0.009 -0.014 -0.002 0.000
H 0.552934 -2.915567 3.670961 0.004 0.009 0.004 0.002

3.
83
Properties=species:S:1:pos:R:3:forces:R:3:mulliken_charge:R:1 method="wB97M-V/def2-TZVPD" total_charge=+3 homo_lumo_gap_ev="3.607 / 3.179" e_homo_ev="-14.83 / -14.84" e_above_lowest_kj_mol=107.2 e_lumo_ha="-0.41263 / -0.42834"
Tl -0.463014 0.942462 0.446382 -0.610 -0.124 -0.311 0.735
C -2.907365 3.610835 3.055880 0.814 1.050 -0.135 -0.903
Se -1.192985 4.320675 2.316825 0.162 -0.486 -0.313 0.079
C -0.045762 4.554873 3.914201 -0.819 0.159 0.953 -0.818
C 1.386419 5.001178 3.654070 -0.420 -0.619 -0.699 -0.764
Se 2.166543 4.028260 2.070031 0.718 1.257 1.669 0.598
C 3.995479 4.585391 2.586445 0.780 -1.044 -1.639 -1.061
H -2.713544 2.774164 3.668261 0.291 -0.944 0.665 0.254
H -3.541028 3.330084 2.232220 -0.019 0.048 -0.464 0.321
H -3.370066 4.394456 3.629940 -0.192 0.270 0.126 0.398
H -0.121411 3.687473 4.581014 0.309 -0.061 -0.455 0.418
H -0.562207 5.340240 4.465074 0.266 0.242 0.100 0.422
H 2.116147 4.837132 4.469923 -0.551 -0.114 -0.330 0.468
H 1.472008 6.044946 3.337040 -0.099 -0.030 -0.047 0.466
H 4.351401 4.006418 3.437136 -0.364 -0.227 0.131 0.426
H 4.186929 5.643153 2.797910 -0.696 -0.072 -0.281 0.398
H 4.572177 4.238882 1.693198 -0.131 0.586 0.845 0.324
C -2.678584 0.583698 -3.491971 -0.291 0.190 -0.262 -1.388
C -3.518051 -0.195896 -2.528383 0.762 -0.526 0.032 0.838
C -4.907190 -0.214616 -2.693176 0.076 0.094 0.434 -0.744
C -5.750330 -0.956268 -1.898092 0.972 -0.764 0.693 -0.727
C -5.164269 -1.713826 -0.888798 1.399 0.188 1.086 -0.719
C -3.764583 -1.697406 -0.664171 0.850 -0.474 -0.612 1.221
C -3.128538 -2.480962 0.481724 -0.060 0.187 -0.028 -1.290
C -2.854872 -1.027558 -1.565122 -4.277 -0.281 -0.025 -0.573
N -1.488504 -1.208194 -1.572981 1.829 0.047 0.117 0.180
C -0.879225 -2.318762 -1.805306 -2.063 0.199 -0.112 1.171
C -1.606123 -3.615837 -2.171470 -0.402 1.055 -1.029 -2.314
C 0.593799 -2.289852 -1.971969 0.573 0.179 -0.194 0.449
C 1.144877 -3.553993 -2.639107 1.783 1.607 -0.208 -1.971
N 1.264577 -1.234718 -1.623180 -0.259 -2.291 -0.317 0.633
C 2.643389 -1.252128 -1.773159 1.567 0.625 0.564 -0.331
C 3.553785 -1.787508 -0.800439 -0.761 -0.145 -0.003 1.211
C 3.093375 -2.815989 0.178698 -0.007 0.661 0.966 -1.321
C 4.860117 -1.330953 -0.771153 -0.848 -0.246 0.997 -0.773
C 5.309429 -0.410453 -1.689691 1.346 1.638 -0.723 -0.705
C 4.529088 -0.018947 -2.753083 1.096 -0.280 0.412 -0.828
C 3.244417 -0.526836 -2.859682 -1.977 2.008 -0.540 0.778
C 2.388821 -0.118220 -4.041937 -0.435 -0.608 0.219 -1.301
H -3.166425 1.528367 -3.771863 0.103 -0.240 0.102 0.457
H -2.566013 0.010142 -4.428610 0.400 0.276 0.359 0.325
H -1.733897 0.801899 -2.991441 0.252 0.023 -0.522 0.153
H -5.400554 0.362942 -3.450561 0.324 0.424 -0.465 0.496
H -6.807377 -0.969569 -2.051865 -0.437 0.023 -0.105 0.472
H -5.715663 -2.304809 -0.155237 -0.216 0.227 -0.405 0.452
H -2.684160 -3.445019 0.153977 -0.290 0.602 0.302 0.228
H -3.850137 -2.668217 1.273340 -0.184 -0.251 -0.101 0.508
H -2.354559 -1.864367 0.976950 -0.025 -0.336 -0.345 0.114
H -2.673239 -3.408637 -2.374919 0.519 -0.166 0.442 0.378
H -1.478220 -4.457834 -1.521224 -0.050 -0.178 0.900 0.473
H -1.198119 -3.998512 -3.101906 -0.036 0.171 -0.338 0.696
H 0.971764 -3.556222 -3.734555 -0.219 0.189 0.536 0.392
H 0.609892 -4.385430 -2.224301 0.404 -0.647 0.198 0.525
H 2.275147 -3.576092 -2.544407 -1.384 -0.358 0.146 0.444
H 2.360707 -2.440165 0.903758 -0.190 0.088 -0.378 0.007
H 3.925762 -3.099011 0.813233 0.186 -0.341 -0.133 0.498
H 2.682625 -3.680771 -0.310514 -0.116 -0.441 -0.153 0.269
H 5.501976 -1.530180 0.089625 -0.213 -0.494 -0.352 0.434
H 6.294670 0.060942 -1.514228 -0.587 -0.433 -0.365 0.430
H 4.907420 0.686136 -3.480958 -0.038 -0.133 -0.142 0.551
H 2.509430 -0.882909 -4.859165 -0.327 0.675 0.659 0.352
H 2.692761 0.845200 -4.448607 0.242 -0.056 -0.058 0.497
H 1.316975 -0.021247 -3.737969 0.762 -0.360 -0.425 0.129
Cl -1.857480 -0.064333 3.263923 0.018 0.105 0.258 -0.045
C -0.789167 -1.237295 3.943252 -0.565 -1.520 0.271 0.593
C -1.319657 -2.254998 4.752379 -1.077 1.256 0.310 -0.645
C -0.568497 -3.329973 5.171228 2.880 0.180 -0.562 -0.440
C 0.842752 -3.380378 4.888778 -1.006 0.374 -1.016 -0.687
C 1.369590 -2.358458 4.098280 0.166 -0.790 0.318 0.270
Cl 3.061710 -2.380986 3.689047 -0.520 -0.326 0.460 -0.115
C 0.563700 -1.295384 3.537154 0.707 -0.055 0.552 -0.100
S 1.339070 -0.157089 2.575510 -0.155 0.362 -0.254 -0.073
H -2.334918 -2.182382 5.180360 0.438 0.077 -0.792 0.417
H -0.979999 -4.147337 5.714473 -0.496 -0.301 0.418 0.483
H 1.443356 -4.267329 5.127613 -0.233 0.636 0.177 0.429
C -1.083437 4.216548 -2.854770 0.063 0.743 -0.012 -0.660
O -1.346244 3.435113 -1.664621 -0.324 -0.076 -0.138 -0.296
H -1.043909 5.324428 -2.634153 -0.020 -1.236 -0.035 0.264
H -1.808128 4.080836 -3.680614 0.225 -0.204 0.628 0.282
H -0.104570 3.871748 -3.201430 -0.143 0.294 -0.121 0.208
H -2.277367 3.169725 -1.623848 0.277 0.324 -0.224 0.244
O 1.878402 2.348850 -1.603233 3.658 -6.611 4.055 0.032
N 2.378910 1.446662 -1.001005 -3.083 5.556 -4.929 0.304

E_tot values, unit a.u., following the record order: -7696.44991 -6886.08028 -7813.30103.